Record 1
63
Properties=species:S:1:pos:R:3:forces:R:3 method="wB97M-V/def2-TZVPD" e_tot_ev=-29530.9189 multiplicity=1 gap_ev=6.60 relative_energy_ev=0.000 charge=+2
C 2.1187 0.0681 2.1143 -0.3841 0.0426 0.1416
C -0.1769 2.7770 -2.2020 -0.6811 0.6433 0.0172
C 3.3017 -3.4352 -0.0998 -0.3948 -0.4443 0.6219
H 1.1615 -5.5407 0.4616 0.5388 0.7762 -0.2075
H -4.0975 -1.2909 -2.0014 0.6127 1.4628 0.0396
H -1.0554 -1.5899 2.7035 -0.1438 0.1674 0.2453
H 1.5449 0.6511 2.8286 -0.1828 0.0510 -0.0308
H 3.3211 -2.8879 0.8407 -0.1329 0.2145 -0.0248
H -0.5437 4.6390 -3.1462 0.3767 0.0624 -0.1474
N 1.8946 0.6259 0.7355 -0.4487 1.0820 0.8303
C 0.0360 4.1350 -2.3802 0.4876 0.0381 -0.2981
H 3.8395 0.0207 0.3314 0.2264 0.1465 0.1457
H 2.6767 -0.8274 -0.5892 -0.2162 -0.3971 -0.2252
C 1.0132 -4.4410 0.3924 -0.0687 -0.2766 -0.7887
H 3.1539 0.1685 2.4287 0.2338 -0.0650 -0.3036
H 1.0807 -4.0006 1.3980 0.3904 -0.0289 -0.4019
C 2.9008 0.1419 -0.2032 1.6381 -0.3180 -0.1916
C -3.8130 -0.2014 -1.8620 -0.6184 -0.0113 -1.0692
H -2.4725 -2.7734 1.0097 -0.5608 -0.1874 -0.2823
C -2.9384 0.0859 -0.6916 1.2135 0.5840 0.5244
C 1.2988 2.8118 -0.3318 -0.1303 0.3965 1.1022
H 3.7760 -4.4059 0.1132 -0.2764 0.2440 -0.2429
C 1.4443 4.1901 -0.4863 1.2554 -0.1178 0.9669
H 1.9788 4.6910 0.3287 0.2171 0.1529 -0.6586
H -1.8653 1.7371 3.0628 0.5788 0.6833 -1.1418
C -1.6664 2.2590 2.0824 0.0279 0.4982 -0.1497
H 1.5409 2.3595 1.8198 0.5800 0.4998 -0.7969
H -0.9050 2.3219 -2.8914 0.4669 -0.1035 0.5232
H 3.0751 2.4568 0.8403 0.3623 -0.1198 0.2247
H 3.8541 -2.9523 -0.8634 1.0298 0.6425 -0.4113
C -2.4520 -0.8190 0.2822 -0.4213 0.9777 0.1901
H -0.0163 -4.3370 0.0983 -0.5735 -0.0111 -0.1540
H 3.1022 0.8178 -1.0257 -0.4152 0.2546 -0.0963
C 1.1081 -2.4200 -0.9458 -1.7921 0.6818 1.1608
H 1.2344 -4.3495 -2.6313 -0.3213 -0.0822 0.1057
C -1.5764 -0.1510 1.2318 -2.8637 1.1547 1.0701
H -2.2413 3.5065 -0.5029 -0.6408 -0.5779 -0.1176
H -2.2217 -0.4326 3.3510 -0.0637 0.2628 -0.2998
H -2.4869 2.9820 1.9701 0.2211 -0.1752 -0.0870
C -2.6016 1.4063 -0.2082 1.6166 0.2392 -0.4911
H -3.6425 -2.4187 -0.3488 -0.1487 -0.3595 0.4666
C -3.1803 -2.0517 0.5672 1.6237 -1.3399 -0.2398
H 2.8853 -3.8010 -2.7043 -0.6962 -0.4726 1.3382
H -3.4700 0.2838 -2.8268 0.1714 -0.9400 0.9932
H 2.4276 -5.3782 -1.8316 -0.0893 1.3195 -0.3945
H -0.5195 0.0194 3.0421 0.2219 0.3237 0.6309
C 0.9397 4.8523 -1.5665 -1.3667 -0.8761 -0.5357
C 0.4049 2.1090 -1.1131 -0.5058 -1.4749 -1.1332
H -0.7537 2.8659 2.0655 -0.0792 -0.1147 0.5479
H -3.8904 -1.8011 1.3452 -0.4526 -0.0325 0.0472
H 1.1683 5.8689 -1.7878 -0.0639 0.6486 0.1692
H -4.7399 0.3650 -1.7317 -0.2344 -0.2490 0.2960
C 0.1806 -1.5664 -0.9213 2.2537 -4.1259 -1.9136
C -1.7061 1.2934 0.9023 -2.0814 -0.7935 1.4511
Ta -0.0763 0.1790 -0.1772 1.2130 3.7481 -0.3015
C 2.0340 2.1709 0.8344 -1.8945 -1.0802 0.4354
H -2.9118 2.6823 -1.8893 -0.0367 -0.1586 -0.9402
C -1.3642 -0.5336 2.6830 0.6121 -1.7097 -0.8678
H -3.9746 3.0741 -0.5920 -0.0287 -0.2660 0.2597
C 1.9072 -3.6701 -0.6936 -0.4733 1.0324 2.0557
C 2.1268 -4.2958 -2.0131 0.5059 -2.4318 -2.2764
C -2.9668 2.7233 -0.8274 0.6545 0.4085 0.9706
H 1.7961 -0.9679 2.2221 0.1519 -0.0985 -0.3507

=====

Record 2
72
Properties=species:S:1:pos:R:3:forces:R:3 method="wB97M-V/def2-TZVPD" e_tot_ev=-107624.9281 multiplicity=1 gap_ev=8.67 charge=-1
O -0.9230 -3.5915 -1.6770 -0.0156 -0.8900 -0.6578
F -6.3168 -4.2998 -4.9511 -0.0836 0.1219 0.0121
P -1.0259 3.4933 0.0589 2.4475 5.8717 -1.9598
H 2.2827 2.1691 0.1258 -0.0721 0.1037 -0.0374
O -0.4446 2.6374 -1.2188 -1.6015 -1.6769 2.1929
C 1.6594 1.9478 0.9945 0.3156 -0.1965 -0.3750
O -2.5556 -2.5088 -5.6388 -1.0588 0.4670 -0.2518
C 0.7574 -2.7485 1.1093 0.1750 0.0268 0.1049
N -1.8262 -1.8936 -3.3645 -0.2624 -1.0808 -0.2957
C -1.2260 1.5005 -1.6887 -0.2413 -0.2216 -0.3942
C 5.3490 -0.2676 2.1702 -0.0966 0.0577 0.1468
H -1.7525 7.3772 -0.6479 -0.0467 0.0004 -0.0527
C -2.4415 6.7431 -0.0872 0.0985 0.1004 0.0818
H 3.2644 1.2362 4.7556 -0.1343 -0.0337 -0.0220
S -2.6146 -2.9248 -4.2650 2.4476 -0.2471 -1.2652
P 2.3392 -0.7854 3.1432 -1.0426 -3.9985 6.8305
H -1.3945 0.8097 -0.8607 0.0970 -0.0690 -0.0619
H 0.8580 1.2854 0.6578 0.0690 -0.0629 0.0270
H -0.5253 -2.7513 2.8337 0.0882 0.0165 0.1297
H 2.2489 1.3966 1.7288 -0.1526 0.5035 -0.2572
S -4.6872 -2.6772 -3.6493 -0.3383 2.8033 0.2429
H 1.4654 -2.0835 0.6068 -0.1049 -0.0015 -0.1223
O -1.9246 3.7635 1.2125 -0.4526 -3.1661 -0.1957
C 4.3902 -1.2503 1.5229 0.3107 0.0689 -0.0554
H -3.4003 4.8163 -0.3100 0.0843 -0.0075 0.1116
C 3.3597 0.3292 5.3538 -0.1445 -0.0096 0.2922
C -5.6840 -4.2618 -3.7910 0.1898 -0.7435 0.4971
C 1.0873 3.2233 1.5751 0.2248 -0.2964 0.1329
H 4.8219 0.6246 2.5230 0.0209 0.0107 -0.0482
H 0.3848 3.0017 2.3826 -0.0147 0.0358 -0.0154
H -0.6161 0.9842 -2.4264 0.1350 0.0626 0.1446
S -0.5309 -2.5751 -2.6325 -0.4884 0.9043 2.8218
O 0.7255 -2.5839 -5.1292 0.0281 -0.5948 0.3223
H 4.9409 -2.0868 1.0950 -0.1296 -0.1026 0.0874
H 1.8844 3.8402 1.9919 -0.0691 0.1407 -0.1130
O 1.2822 -1.9952 3.3904 0.3995 0.2798 -0.6595
H -1.9986 6.5816 0.8957 -0.0972 -0.1153 0.0291
O -1.4186 4.7327 -0.9462 -0.1724 -0.5303 -0.0364
C -2.6518 5.4294 -0.8120 0.0198 0.2812 0.0703
O -5.2902 -1.7502 -4.5600 -0.2612 -0.6085 -1.1266
H 3.8342 -0.7710 0.7132 0.0412 -0.0700 -0.0592
H 1.0738 -4.8680 -2.8920 0.4880 0.0206 0.3960
O -4.6966 -2.1886 -2.3077 0.2107 -1.2939 0.9878
H -2.3788 2.6892 -3.0710 0.0428 -0.0476 -0.0449
H 2.5011 1.2323 7.1190 0.0186 -0.0069 -0.0029
H 6.1102 0.0509 1.4572 -0.0359 -0.0028 -0.0286
H 1.7331 -4.7995 -4.3892 0.6650 -0.0291 0.1287
F -6.5580 -4.2498 -2.7855 -0.2323 0.2127 -0.2255
F -4.9583 -5.3672 -3.6644 0.2011 0.1511 -0.1116
H 1.2778 -3.6876 1.3048 -0.0618 -0.0217 0.0564
H 2.5507 -0.5412 7.1467 0.0681 0.0251 0.0102
O 3.4614 -1.8082 2.4781 -0.6992 2.4147 -2.2159
C 0.2532 -2.1284 2.3942 -0.2842 -0.1529 -0.2269
C -2.5419 1.9316 -2.3039 -0.0505 0.2394 0.1297
H -0.0713 -2.9315 0.4283 0.0457 0.0326 -0.0690
H -3.3865 7.2762 0.0369 -0.0016 -0.0033 -0.0189
H 4.3843 0.3021 5.7353 0.0130 -0.1106 -0.0655
H -3.2067 2.3685 -1.5511 -0.0191 -0.0457 -0.0018
C 2.3847 0.3315 6.5129 -0.1337 -0.0584 0.0739
O 1.4861 0.4097 3.4046 1.0554 0.8200 -2.7986
H -3.0204 5.6225 -1.8230 0.1073 -0.0627 -0.0412
H 5.8364 -0.7185 3.0345 0.0155 -0.0469 -0.0325
H 1.3554 0.2779 6.1590 0.0311 0.1055 -0.1057
O 0.1503 -1.4956 -1.9357 0.3978 0.6500 -0.8444
O 3.1818 -0.8373 4.5574 0.4771 0.2835 -0.6348
N 1.5916 -4.2694 -3.5337 -1.5557 -0.1448 -0.3960
H -3.0508 1.0764 -2.7484 0.0649 -0.0568 0.0346
B 0.7280 -3.1970 -3.8903 0.1045 0.1490 -0.5218
H 0.1379 -3.1189 -5.6818 -0.1174 0.4672 -0.3752
H -0.1835 -1.1467 2.1882 -0.0392 -0.0068 0.1078
O 0.4481 3.9906 0.5518 -0.5684 -0.4287 -0.0430
O -2.2802 -4.3229 -4.1160 -0.3187 -0.1855 0.6643

=====

Record 3
24
Properties=species:S:1:pos:R:3:forces:R:3 method="wB97M-V/def2-TZVPD" e_tot_ev=-13421.0086 multiplicity=1 gap_ev=7.96 relative_energy_ev=3.684 charge=+1
H 1.2695 -2.1162 0.4863 0.0603 1.6917 -0.1168
H -0.7840 -1.7431 -2.9256 0.5661 0.6866 0.9639
C 0.9657 1.3081 0.5832 -2.4078 -0.7636 1.3991
C 0.9057 1.6744 2.0258 -0.5364 0.4138 0.6261
H 2.3821 -0.8389 -0.0291 -2.3351 -0.6716 1.1297
C -0.9580 0.3546 2.4466 2.3654 0.4253 -2.2285
H 0.6384 -1.6201 -1.6639 0.1000 -0.8321 -0.5526
N -0.0797 1.3572 2.8029 0.9011 -0.1504 0.1969
H -0.5546 0.5744 -3.1492 -1.1246 1.5079 -1.8909
C -0.5969 -0.0481 -1.2455 2.5904 -0.6597 2.5687
H -1.5393 0.4150 -0.9522 0.0060 -0.3566 -0.5200
H 0.3914 2.1395 0.0980 0.0124 -1.1015 -0.0832
H 1.1620 0.6959 -2.7092 0.1084 -0.0318 0.6668
N -0.5414 -0.5112 1.4746 -1.7116 1.2474 1.4890
H -2.8107 -0.3204 2.7700 -1.0624 -1.2727 -0.6535
H -2.3498 0.7737 3.9468 0.8754 -0.1043 -1.2947
N -2.1308 0.3277 3.0302 -0.0614 0.8061 1.8481
N 1.4633 -1.0863 0.4815 3.4916 -1.3529 -0.9075
H -1.1890 -1.2606 1.2827 0.1771 -0.2353 -0.3799
C 0.1798 0.2991 -2.4838 -0.1764 -1.0700 0.7762
H 1.6772 2.3529 2.4188 -0.4370 -0.2485 0.1158
C -0.1556 -1.1424 -2.2220 -0.4482 0.2226 0.9587
H 1.9139 1.3321 0.1777 2.1616 0.2715 -0.6431
C 0.4593 -0.1581 0.4611 -3.1150 1.5783 -3.4682

=====

Record 4
5
Properties=species:S:1:pos:R:3:forces:R:3 method="wB97M-V/def2-TZVPD" e_tot_ev=-21643.4388 multiplicity=1 gap_ev="8.98 / 6.02" relative_energy_ev=3.447
H -0.0769 -0.4508 0.9817 0.3076 0.6031 -0.7824
P -1.0415 2.4252 1.7194 -0.1723 -0.9571 1.1377
H -1.3304 -0.7695 0.1848 0.2660 0.7292 -0.6939
N -0.4744 -0.1725 0.0472 -0.5965 -0.9769 1.6585
S -1.2832 1.6872 3.4856 0.1951 0.6017 -1.3199